(1)
C8H18OS | ωB97M-V/def2-TZVPD

Results
LUMO (spin up / spin down): 0.042 / 0.514 eV
Total charge: 0
Frontier orbital gap (spin up / spin down): 0.285 / 0.308 Eh
Relative energy (zero: lowest compared OMol25 entry of this formula, charge and spin): 337.72 kJ/mol

Each line ends with the natural charge from an NBO analysis.
Geometry (Å):
C  1.861  -1.640  -1.188  -0.713
C  1.606  -2.201  1.242  -0.687
C  0.816  2.413  -0.698  -0.597
C  -1.580  1.838  -1.108  -0.600
C  -2.719  -0.282  1.516  -0.840
C  1.828  -1.165  0.206  -0.032
C  -0.204  1.337  -0.666  -0.326
C  -0.210  0.424  0.561  -0.412
O  -1.587  -1.389  -0.676  -1.008
S  -1.225  -0.986  0.688  1.277
H  0.858  -1.620  -1.658  0.257
H  2.249  -2.705  -1.454  0.220
H  2.603  -1.054  -1.660  0.215
H  1.552  -1.849  2.191  0.211
H  0.700  -2.863  1.152  0.227
H  2.381  -2.933  1.201  0.222
H  0.680  3.112  0.269  0.195
H  0.636  3.171  -1.556  0.223
H  1.925  2.107  -0.618  0.219
H  -1.600  2.167  -2.104  0.211
H  -1.810  2.764  -0.651  0.198
H  -2.272  1.002  -0.963  0.227
H  -2.445  -0.050  2.569  0.224
H  -3.450  -1.152  1.689  0.235
H  -3.185  0.551  1.094  0.224
H  2.454  -0.297  0.403  0.196
H  0.023  0.602  -1.362  0.224
H  0.116  0.698  1.581  0.210

Force components x, y, z for each atom (eV/Å):
-0.0990 -1.7435 -1.1047
-1.0984 -1.2941 -1.8443
1.5597 3.3490 1.8681
0.2742 -1.0423 1.0793
-0.0026 -2.7032 2.1375
-1.2467 0.0105 0.5355
-0.7763 -0.5988 0.8905
1.3545 -0.1931 0.7060
-0.4063 -0.4257 -1.1301
-0.4104 0.7216 1.1059
0.4893 0.3242 -0.0438
-0.7285 1.3235 1.3323
0.2515 1.0094 -1.3009
0.0273 1.3026 2.9576
0.4751 0.9348 -0.5493
1.0737 -0.5082 -0.0623
0.2045 -1.4198 -1.9138
0.5203 -1.5434 1.1252
-1.7897 0.2392 -0.4914
0.3323 -0.2517 -1.8616
-0.7657 0.6968 1.4626
-0.3273 0.6693 -0.1000
0.2419 0.1018 -0.6721
0.9473 1.1736 -0.7727
-0.6286 1.1904 -1.0212
-0.0968 -0.3575 0.3506
0.6843 -1.2481 -2.0263
-0.0596 0.2826 -0.6564

(2)
C8H19ClIn | ωB97M-V/def2-TZVPD

Results
LUMO: 3.162 eV
Total charge: -1
Frontier orbital gap: 0.279 Eh
Relative energy (zero: lowest compared OMol25 entry of this formula, charge and spin): 0.00 kJ/mol

Each line ends with the Mulliken charge.
Geometry (Å):
C  3.042  -0.747  0.763  -0.598
C  3.438  0.596  0.138  -0.668
C  2.273  1.458  -0.310  -0.541
Cl  1.442  2.108  1.198  -0.298
In  0.798  0.552  -1.747  0.875
C  -0.397  -1.070  -0.794  -1.315
C  -0.951  -0.917  0.634  -0.645
C  -2.306  -0.203  0.782  0.823
C  -3.439  -0.992  0.121  -1.557
C  -2.265  1.253  0.298  -1.218
H  3.064  -0.696  1.853  0.257
H  2.024  -1.014  0.473  -0.111
H  3.699  -1.562  0.452  0.307
H  4.048  0.425  -0.756  0.289
H  4.071  1.148  0.846  0.351
H  2.661  2.361  -0.781  0.472
H  1.730  -0.167  -3.083  -0.423
H  -0.211  1.882  -2.353  -0.415
H  -1.200  -1.316  -1.498  0.331
H  0.260  -1.945  -0.805  0.324
H  -0.230  -0.368  1.248  0.312
H  -1.062  -1.902  1.114  0.348
H  -2.523  -0.198  1.857  0.300
H  -4.344  -0.389  0.011  0.406
H  -3.698  -1.876  0.710  0.377
H  -3.150  -1.336  -0.874  0.310
H  -1.250  1.628  0.186  0.080
H  -2.741  1.374  -0.679  0.289
H  -2.784  1.915  0.997  0.338

Force components x, y, z for each atom (eV/Å):
-0.1115 0.0686 0.0840
0.1008 -0.0398 -0.0479
0.0253 -0.0266 -0.0581
-0.0358 0.0336 0.0838
-0.2301 -0.0070 -0.0640
-0.0387 0.0083 0.0340
0.0154 0.0182 0.0102
0.0753 -0.0272 -0.0345
-0.0407 -0.0820 0.0134
-0.0786 0.0732 -0.1103
-0.0458 -0.0096 -0.0132
0.0443 -0.0366 -0.0268
0.0609 0.0314 0.0134
-0.0556 -0.0301 -0.0221
0.0592 -0.0057 -0.0460
0.0333 0.0456 0.0622
0.0900 -0.0207 0.0357
0.0348 0.0059 0.0255
-0.0031 -0.0391 0.0295
0.0412 0.0095 -0.0546
-0.0207 -0.0309 0.0281
-0.0149 -0.0189 -0.0477
0.0413 0.0879 0.0161
0.0035 0.0282 0.0655
0.0396 -0.0155 -0.0332
-0.0325 0.0781 -0.0095
0.0520 -0.0151 0.1200
0.0464 -0.0675 -0.0184
-0.0554 -0.0163 -0.0350

(3)
C8H19ClO3Si | ωB97M-V/def2-TZVPD

Results
LUMO: 0.806 eV
Total charge: 0
Frontier orbital gap: 0.289 Eh
Relative energy (zero: lowest compared OMol25 entry of this formula, charge and spin): 746.60 kJ/mol

Each line ends with the natural charge from an NBO analysis.
Geometry (Å):
C  1.525  2.388  2.094  -0.258
C  1.472  -2.160  -0.726  -0.267
C  0.331  0.748  -3.276  -0.269
C  -2.365  1.102  0.630  -1.104
C  -2.114  -1.980  -0.229  -1.114
C  -0.506  -1.046  2.126  -1.093
C  1.405  1.423  -0.025  -0.107
C  0.102  -0.156  -1.045  0.323
O  0.737  1.604  1.216  -0.570
O  0.930  -1.086  -1.485  -0.553
O  -0.374  0.612  -2.063  -0.549
Si  -1.183  -0.404  0.389  1.591
Cl  2.976  0.684  -0.036  -0.076
H  2.505  1.940  1.957  0.191
H  1.021  2.301  3.044  0.189
H  1.490  3.432  1.764  0.167
H  2.172  -2.686  -1.374  0.203
H  0.668  -2.968  -0.617  0.186
H  2.005  -1.714  0.144  0.217
H  1.450  0.816  -3.093  0.187
H  -0.037  1.705  -3.545  0.207
H  0.153  -0.237  -3.844  0.197
H  -2.156  1.927  1.383  0.256
H  -2.595  1.441  -0.357  0.239
H  -3.265  0.760  1.192  0.240
H  -1.306  -2.795  -0.291  0.221
H  -2.861  -2.391  0.455  0.238
H  -2.591  -1.932  -1.252  0.236
H  0.443  -1.561  1.978  0.229
H  -0.223  -0.226  2.777  0.238
H  -1.100  -1.848  2.750  0.239
H  1.290  2.305  -0.641  0.165

Force components x, y, z for each atom (eV/Å):
-0.6235 -0.0218 -0.7849
-0.8394 -0.6979 0.1864
1.7532 -2.2757 0.7931
0.1484 -0.4772 2.1375
0.7333 -0.6382 -1.0502
-0.3334 -1.0721 0.1088
-3.7744 -2.1737 -0.6577
1.1335 2.7865 1.7176
0.8807 -0.5514 -1.3604
0.5769 -0.4989 -1.2879
-0.9842 -0.6750 1.4565
-0.9158 -0.8283 1.6036
0.6986 0.2506 0.1969
0.4785 0.5770 1.2111
0.4903 -0.0378 0.6245
0.2917 0.0543 0.0889
0.3272 0.5287 -0.0722
0.9802 1.3140 0.8303
-0.7475 -1.0200 -0.2926
-1.1777 -0.0161 -0.1583
-0.2701 0.4196 -1.6297
0.1363 2.0524 -0.0135
0.8633 -0.7128 -1.4750
-0.5022 0.6544 -0.4280
0.1459 -0.5075 -1.0561
-1.1054 1.0722 0.0189
0.0243 0.3072 0.1023
0.5557 0.1179 1.0029
0.2008 -0.0845 -0.2672
-0.3065 0.2060 0.1076
0.5404 1.7401 -1.5011
0.6207 0.2081 -0.1520

(4)
C8H19N2 | ωB97M-V/def2-TZVPD

Results
LUMO: -2.941 eV
Total charge: +1
Frontier orbital gap: 0.372 Eh
Relative energy (zero: lowest compared OMol25 entry of this formula, charge and spin): 99.88 kJ/mol

Each line ends with the natural charge from an NBO analysis.
Geometry (Å):
C  -0.635  -1.595  -0.105  -0.244
C  -0.068  0.583  -0.712  -0.076
C  -1.192  -0.170  -0.047  -0.048
C  1.197  -0.071  -0.057  0.114
C  -1.565  0.150  1.483  -0.633
C  -2.456  0.028  -0.910  -0.646
C  1.815  0.773  1.092  -0.646
C  2.219  -0.298  -1.134  -0.627
N  -0.315  1.980  -0.576  -0.830
N  0.649  -1.368  0.500  -0.542
H  -1.183  -2.313  0.514  0.241
H  -0.595  -1.922  -1.194  0.245
H  -0.177  0.449  -1.801  0.231
H  -1.459  1.167  1.737  0.225
H  -1.087  -0.415  2.251  0.192
H  -2.633  -0.282  1.566  0.252
H  -2.514  1.131  -1.224  0.260
H  -3.419  -0.119  -0.427  0.231
H  -2.609  -0.706  -1.725  0.228
H  2.630  0.221  1.415  0.220
H  1.107  0.756  2.050  0.211
H  2.247  1.825  0.894  0.279
H  3.225  -0.575  -0.880  0.238
H  2.248  0.637  -1.665  0.245
H  1.735  -1.122  -1.850  0.211
H  -0.434  2.250  0.387  0.368
H  0.278  2.590  -1.142  0.391
H  0.536  -1.105  1.512  0.459
H  1.389  -2.079  0.305  0.453

Force components x, y, z for each atom (eV/Å):
-2.1006 -0.2883 -1.0699
-0.4290 0.6824 0.5174
-2.2452 -0.9718 0.4299
0.6513 2.4373 -0.6002
-1.9073 -1.9178 -2.0205
-1.0032 0.9903 -0.3862
-2.1888 0.9292 1.3495
-1.7812 -2.0409 -1.8637
0.5786 0.4713 -0.0566
2.9416 0.4352 0.7475
-0.0075 0.0025 -0.3963
0.3980 0.1575 1.4938
0.6141 -0.7698 0.3063
-0.4533 1.2224 0.2961
1.0500 -0.5432 0.4527
1.4762 1.3909 0.0596
0.3011 -1.7724 -0.0370
0.1746 -0.0197 0.8453
0.9044 0.6683 -0.1638
1.9010 -1.0841 0.7528
1.2311 0.6022 -2.0248
-1.2856 -1.6977 -0.1000
0.3485 -0.2855 0.5033
0.2325 0.2302 -0.5637
1.3507 1.7538 1.0945
0.3220 0.5802 -0.0691
-0.2913 -0.1979 0.6089
0.1304 -1.2183 -0.8898
-0.9131 0.2535 0.7838

(5)
C8H19N2O2 | ωB97M-V/def2-TZVPD

Results
LUMO: -3.084 eV
Total charge: +1
Frontier orbital gap: 0.332 Eh
Relative energy (zero: lowest compared OMol25 entry of this formula, charge and spin): 136.52 kJ/mol

Each line ends with the natural charge from an NBO analysis.
Geometry (Å):
C  -1.621  -0.261  -0.269  0.373
C  -2.677  -0.745  -1.181  -0.661
C  -1.009  1.697  1.400  -0.609
C  -3.330  0.434  1.606  -0.629
C  -0.040  -2.200  -1.444  -0.735
C  4.095  1.115  0.626  -0.414
C  -1.925  0.444  1.013  0.097
C  0.458  -0.820  -1.172  0.866
N  -1.253  -0.840  0.923  -0.649
N  4.028  0.499  -0.781  -0.692
O  -0.426  0.248  -1.024  -0.509
O  1.675  -0.572  -1.199  -0.699
H  -3.153  -1.715  -0.728  0.249
H  -2.140  -1.080  -2.106  0.218
H  -3.396  0.025  -1.480  0.246
H  0.214  1.592  1.252  0.195
H  -1.167  2.508  0.757  0.223
H  -1.285  1.932  2.464  0.229
H  -4.070  -0.301  1.127  0.234
H  -3.802  1.415  1.522  0.230
H  -3.147  0.094  2.632  0.233
H  -0.554  -2.571  -0.648  0.257
H  0.856  -2.735  -1.623  0.249
H  -0.686  -2.138  -2.360  0.258
H  3.118  1.312  0.919  0.232
H  4.740  0.482  1.348  0.248
H  4.628  2.058  0.491  0.226
H  -0.193  -0.951  1.191  0.381
H  3.142  0.052  -0.887  0.474
H  4.228  1.297  -1.393  0.441
H  4.691  -0.275  -0.973  0.438

Force components x, y, z for each atom (eV/Å):
0.7227 2.1173 -1.0858
-0.1930 -2.8310 -0.8638
1.5961 -2.1423 0.9532
-0.2168 -1.0659 -0.5684
0.7000 1.9021 -2.6421
3.4510 -1.1012 -0.2106
2.0612 1.5706 -0.4678
0.7472 2.5628 -0.5583
1.8682 -2.4703 2.6391
2.3795 0.5078 1.2830
0.7273 -2.1400 0.5531
-1.9853 -0.2891 0.1985
0.5333 2.0548 -0.8792
-1.0463 0.3532 0.6052
0.0406 -0.2619 0.3645
-3.2130 -0.4778 0.7122
-0.8541 1.3429 -0.7372
0.6488 0.0882 -1.0330
1.4131 0.8851 0.5271
0.1893 -0.0149 0.3721
-0.6138 0.3955 0.0535
-1.6575 -1.1964 2.1104
0.5529 -0.9199 -0.3105
0.7250 -0.4104 0.8817
-1.6304 0.0473 0.7815
-1.5214 0.8589 -1.2519
-0.1151 -0.0991 0.2437
-2.8796 0.7756 -0.7525
-1.9561 -0.0803 -0.8010
-0.5203 -0.8218 -0.4453
0.0468 0.8601 0.3285

(6)
C8H19N4O2 | ωB97M-V/def2-TZVPD

Results
LUMO: -5.170 eV
Total charge: +1
Frontier orbital gap: 0.252 Eh
Relative energy (zero: lowest compared OMol25 entry of this formula, charge and spin): 397.40 kJ/mol

Each line ends with the natural charge from an NBO analysis.
Geometry (Å):
C  2.512  -0.715  1.431  -0.667
C  2.508  -1.096  -0.102  0.094
O  1.828  -2.359  -0.228  -0.728
C  1.923  0.034  -1.066  -0.254
N  2.148  1.401  -0.536  -0.639
C  0.871  2.128  -0.314  -0.243
C  0.116  1.643  1.003  -0.123
O  -0.458  0.326  0.866  -0.376
N  -1.844  0.352  0.814  -0.092
C  -2.495  1.102  -0.302  -0.287
C  -3.021  0.037  -1.364  -0.230
N  -3.337  -1.060  -0.373  -0.530
C  -2.152  -1.031  0.451  0.771
N  -1.473  -2.150  0.751  -0.898
H  3.261  -1.409  1.930  0.233
H  1.524  -0.922  1.953  0.194
H  2.856  0.326  1.660  0.243
H  3.578  -1.279  -0.419  0.189
H  1.233  -2.474  0.529  0.457
H  2.364  -0.079  -2.107  0.211
H  0.817  -0.215  -1.199  0.164
H  2.728  1.882  -1.223  0.380
H  1.117  3.234  -0.257  0.232
H  0.248  1.988  -1.250  0.161
H  -0.636  2.440  1.288  0.211
H  0.899  1.678  1.822  0.234
H  -3.420  1.540  0.162  0.240
H  -1.912  1.840  -0.907  0.263
H  -2.082  -0.351  -1.851  0.196
H  -3.849  0.413  -2.021  0.264
H  -3.418  -2.006  -0.762  0.415
H  -1.524  -2.663  1.630  0.462
H  -0.912  -2.555  -0.009  0.452

Force components x, y, z for each atom (eV/Å):
0.7742 -0.6464 0.3890
0.4746 0.7269 0.7799
-0.2603 0.3573 -0.3522
-0.4008 -1.2178 -0.1111
-0.7759 -0.4862 -0.5260
0.2116 -0.0322 -0.5012
1.2254 2.2767 -0.1426
1.3261 1.3150 0.4366
-0.4117 -4.3465 -2.3401
-2.3725 0.6945 -1.4612
1.3195 0.3187 1.4557
4.0625 -0.2199 0.7820
-3.8380 2.3089 -0.3776
0.3194 -0.2650 0.0088
-0.9009 0.7762 -0.5432
0.9176 0.4060 -0.8328
-0.4441 -0.9589 -0.4418
-1.1505 0.1204 0.3875
0.5322 0.2737 -0.1657
-0.3326 0.0821 1.2759
1.1769 0.5059 0.2322
-0.3537 0.1930 0.4307
-0.4403 -1.2650 0.3104
0.0985 0.2221 1.0481
0.4675 -1.2146 -0.3644
-1.0489 -0.6215 -0.8413
1.0713 0.0803 -0.5189
-0.0950 -0.4810 1.4304
-1.3269 0.6990 -0.6542
0.8846 -0.6456 0.7579
-0.3837 0.3582 0.2018
0.2959 0.6735 -0.1344
-0.6225 0.0120 0.3818